No. 1
Molecular formula: C10H20Si2
Method: DFT, ωB97M-V/def2-TZVPD

Last column: Löwdin charge in e.
Geometry (Å):
C -4.54804 -1.19291 1.99947  -0.015
C -3.70144 -0.26711 1.51383  -0.234
C -2.49268 -0.53526 0.70418  -0.212
C -2.54504 0.05408 -0.79065  -0.183
C -1.12970 -0.37471 -1.21944  -0.444
C -1.00339 -1.72845 -1.51988  -0.009
Si 0.22299 0.91870 -1.21939  0.658
C -0.23119 2.37565 -2.10811  -0.216
Si 2.21022 0.39919 -0.22254  0.459
C 2.19168 1.16189 1.49324  -0.293
C 2.70349 -1.51481 -0.02504  -0.185
C 3.80397 1.34743 -0.87687  -0.221
H -5.57797 -0.94115 2.42691  0.074
H -4.22367 -2.25125 2.05200  0.057
H -4.03534 0.76626 1.51593  0.095
H -1.58945 -0.09162 1.26303  0.131
H -2.56376 -1.67615 0.61104  0.123
H -2.57507 1.08801 -0.81248  0.055
H -3.29339 -0.45380 -1.41031  0.118
H -0.06599 -2.18425 -1.91010  0.056
H -1.88143 -2.20699 -1.86407  0.043
H 0.43602 3.15408 -2.20441  -0.087
H -1.20465 2.20583 -2.75280  0.030
H 2.19101 2.35043 1.42115  0.074
H 1.18771 0.88582 2.05192  0.050
H 3.05436 0.88074 2.06994  0.005
H 2.84900 -1.88135 1.00069  0.029
H 1.96387 -2.08665 -0.50940  -0.036
H 3.71239 -1.65850 -0.45429  0.025
H 3.58773 2.20444 -1.52179  0.013
H 4.49085 1.70013 -0.09381  0.028
H 4.32187 0.61463 -1.51745  0.012

Forces on the atoms, in the same order (eV/Å):
-0.2513 0.2689 0.5107
-2.0552 0.2607 -0.1034
-0.4517 -0.6154 0.1448
1.9728 -3.0015 1.3478
-0.2355 -2.7736 -0.6884
1.7317 3.2899 -1.1786
-1.0572 0.8194 -1.3489
-2.3681 -4.1286 0.0514
2.9414 0.0095 1.3835
-3.0579 2.0321 0.7107
0.9807 1.8166 0.3441
-0.6568 -0.8250 -0.8515
1.7866 -0.2911 -0.5141
-0.4290 0.6085 -0.2454
-0.0520 0.1520 0.2049
-0.9386 -1.0831 -1.0369
1.2887 1.5405 0.0587
-0.6988 2.0866 0.0603
-0.0383 0.3123 0.3354
-0.5625 0.4283 0.6913
-0.9869 -0.9244 0.3830
0.9447 1.8450 -0.5664
2.0562 1.0188 1.4186
-0.0294 -2.4520 0.0586
2.0906 0.4986 -0.7320
0.2894 -0.2637 0.3363
-0.5489 0.4650 -0.0469
-0.6389 -1.0808 -0.6461
-0.6177 0.0644 -0.3397
-0.1427 -0.0595 0.0958
-0.4133 -0.3698 -0.0048
0.1480 0.3516 0.1671

## Properties
Kohn-Sham gap in eV: 8.0
LUMO energy in eV: -0.0562

***

No. 2
Molecular formula: C2H2F2OS
Method: DFT, ωB97M-V/def2-TZVPD

Last column: Löwdin charge in e.
Geometry (Å):
C 1.19024 -0.26455 -0.20939  -0.282
C -0.25391 -0.07932 -0.15470  -0.582
O 1.76213 -0.72862 0.76092  0.059
F 0.24917 1.75994 0.50846  -0.328
F -0.90715 0.44030 -1.22589  0.030
S -1.28256 -0.81118 1.06826  0.917
H 1.80099 0.16588 -1.18126  0.196
H -2.55891 -0.48245 0.43360  -0.008

Forces on the atoms, in the same order (eV/Å):
3.7145 0.5747 -0.2840
-3.1227 4.0119 0.0817
-0.9588 0.2627 -1.5840
-0.5159 -2.6981 -0.8228
1.2605 -1.4766 1.3239
-0.8455 0.6618 -1.6714
-1.7772 -1.0200 2.1366
2.2451 -0.3164 0.8200

## Properties
Kohn-Sham gap (alpha / beta) in eV: 9.1 / 9.1
LUMO energy (alpha / beta) in eV: -1.7728 / -1.7731

***

No. 3
Molecular formula: C40H64As3FN5O3W
Method: DFT, ωB97M-V/def2-TZVPD

Last column: Löwdin charge in e.
Geometry (Å):
W 1.69824 -0.27207 -0.51966  1.392
C -2.42321 5.46240 -4.30150  -0.048
C -1.80501 5.64889 -2.92556  -0.169
N -1.57982 4.36524 -2.22853  -0.016
C -0.36736 3.79919 -2.33899  0.061
C -0.07260 2.60456 -1.77334  -0.025
C 1.16122 1.82422 -1.66660  -0.558
O 1.79990 1.89511 -0.56104  -0.080
O 1.29269 0.77858 -2.37902  -0.068
C -1.02119 1.87926 -0.98337  -0.260
O -0.68716 0.78357 -0.44095  -0.102
C -2.32065 2.49378 -0.86847  -0.038
C -3.34852 1.90742 -0.12252  0.093
C -4.57262 2.49636 -0.02936  -0.180
F -5.49504 1.89400 0.74006  0.087
C -4.88098 3.70428 -0.68315  -0.122
C -3.86467 4.28617 -1.42578  0.065
C -2.58346 3.72879 -1.51197  -0.095
N -6.14385 4.31509 -0.63524  -0.081
C -6.24224 5.74823 -0.37548  -0.116
C -7.29136 6.35241 -1.31566  -0.061
N -8.33112 5.29780 -1.60853  0.068
C -8.57393 4.43725 -0.40427  -0.068
C -7.31889 3.59695 -0.12882  -0.119
H -2.54137 6.42970 -4.78754  0.093
H -3.40130 4.98311 -4.24068  0.074
H -1.78224 4.84495 -4.93118  0.089
H -2.41679 6.28204 -2.28665  0.119
H -0.83869 6.14279 -2.99740  0.130
H 0.36419 4.35705 -2.90933  0.165
H -3.16669 0.99010 0.41834  0.135
H -4.09090 5.18278 -1.98222  0.108
H -5.28921 6.24144 -0.53699  0.128
H -6.51627 5.93029 0.66919  0.142
H -6.86636 6.65855 -2.26883  0.138
H -7.79735 7.20217 -0.86250  0.144
H -8.00008 4.70724 -2.37295  0.187
H -9.19884 5.73574 -1.92139  0.193
H -9.43918 3.80540 -0.58748  0.146
H -8.80872 5.11306 0.41543  0.142
H -7.39499 2.63747 -0.63665  0.138
H -7.27967 3.40626 0.94529  0.137
C -1.90509 -2.01954 -0.23433  -0.246
As -0.10652 -2.34532 -0.88866  1.105
C -0.39662 -2.40984 -2.80645  -0.252
C -0.02470 -4.20097 -0.30036  -0.306
C 1.28248 -4.98531 -0.32654  -0.657
C 1.59761 -5.34800 -1.78139  -0.055
C 2.45534 -4.25379 0.32880  -0.326
As 3.20685 -2.57429 -0.34958  1.131
C 4.77654 -2.70114 0.80195  -0.212
C 3.88382 -3.04451 -2.10271  -0.239
C 1.05439 -6.31626 0.43244  -0.362
As 0.76554 -6.57392 2.40399  1.174
C 0.05142 -4.86558 3.11016  -0.360
C 2.60486 -6.33206 3.06293  -0.338
H -1.99200 -2.36304 0.79416  0.039
H -2.60332 -2.57859 -0.85421  0.054
H -2.11103 -0.95817 -0.30100  -0.005
H -1.21694 -3.08529 -3.04152  0.049
H 0.50328 -2.75294 -3.31237  0.022
H -0.63210 -1.40402 -3.15028  0.033
H -0.74729 -4.70421 -0.94830  0.103
H -0.45854 -4.18709 0.69705  0.048
H 1.62095 -4.46729 -2.42612  0.049
H 0.83360 -6.02209 -2.17155  0.102
H 2.55780 -5.85944 -1.86180  0.098
H 3.32391 -4.91760 0.29799  0.099
H 2.25414 -4.07957 1.38227  0.033
H 5.49837 -3.33922 0.29462  0.064
H 4.47169 -3.18890 1.72571  0.039
H 5.23501 -1.74180 1.01161  0.010
H 4.13611 -4.10140 -2.12164  0.047
H 4.78036 -2.46800 -2.30118  0.017
H 3.13961 -2.83123 -2.86632  0.034
H 1.91039 -6.97144 0.23871  0.077
H 0.20169 -6.81837 -0.03289  0.068
H -1.00698 -4.75530 2.86979  0.017
H 0.59780 -3.97609 2.79795  -0.023
H 0.13295 -4.94985 4.19504  0.028
H 3.28339 -6.95232 2.47738  0.026
H 2.63688 -6.68763 4.09190  0.024
H 2.95548 -5.29996 3.04510  0.000
C 3.72616 0.13098 -1.36765  -0.246
C 5.02202 0.11965 -0.61197  -0.335
C 5.12968 0.78467 0.61047  -0.085
C 6.32153 0.79421 1.31984  -0.065
C 7.44304 0.15802 0.80339  -0.062
C 7.36925 -0.44831 -0.44210  -0.055
C 6.17042 -0.46246 -1.14295  -0.066
H 3.79106 -0.46698 -2.27884  0.051
H 3.56186 1.14891 -1.70626  0.066
H 4.27232 1.32238 0.99657  0.088
H 6.38489 1.31669 2.26621  0.114
H 8.37537 0.16623 1.35157  0.116
H 8.24973 -0.90246 -0.87765  0.118
H 6.14764 -0.89962 -2.13370  0.110
C 2.59649 -0.97142 2.47715  -0.152
C 2.36074 -0.86588 4.00662  -0.118
N 1.18497 -0.05713 4.28689  -0.145
C 1.37952 1.26948 3.72291  -0.125
C 1.52347 1.19133 2.18464  -0.127
N 1.52287 -0.24580 1.72563  -0.264
C 0.21249 -0.83892 2.15283  -0.165
C 0.01372 -0.66735 3.68106  -0.125
H 2.54531 -2.01256 2.16794  0.060
H 3.55453 -0.55702 2.16963  0.096
H 3.22381 -0.41894 4.49842  0.132
H 2.21386 -1.85710 4.43718  0.128
H 2.26679 1.71402 4.17268  0.131
H 0.52834 1.89507 3.99166  0.128
H 2.44451 1.65111 1.83970  0.097
H 0.69599 1.68533 1.67975  0.110
H 0.24124 -1.89575 1.88532  0.072
H -0.57300 -0.35249 1.57780  0.087
H -0.16414 -1.63678 4.14809  0.123
H -0.85152 -0.03727 3.88809  0.129

Forces on the atoms, in the same order (eV/Å):
0.3003 -0.0508 0.2625
0.0080 -0.0557 0.0490
-0.0975 0.0559 -0.0543
-0.0402 0.0379 0.0003
0.0801 -0.0004 -0.0748
-0.2884 0.1684 0.1661
0.3283 -0.4539 0.0447
-0.1837 -0.3983 -0.3193
-0.0651 -0.0013 0.1272
0.2279 -0.0658 -0.0642
-0.1236 0.0370 0.2109
-0.0815 0.3152 -0.1717
0.0243 -0.0500 0.0263
0.0556 -0.2380 0.1415
-0.0261 0.0497 -0.0131
-0.0310 0.1800 -0.1329
-0.0864 0.0607 -0.0153
0.1438 -0.2403 0.0436
-0.0303 -0.0337 0.0617
-0.0401 -0.0090 -0.0111
0.0861 0.0027 0.0407
-0.0178 0.0069 0.0083
0.0491 -0.0401 0.0514
-0.0065 0.0335 -0.0340
-0.0026 0.0055 0.0052
0.0153 -0.0006 -0.0267
-0.0161 0.0132 -0.0078
0.0216 0.0073 0.0439
0.0332 -0.0342 -0.0109
-0.0104 -0.0082 0.0162
-0.0068 -0.0516 0.0083
-0.0004 -0.0027 0.0146
0.0080 0.0057 -0.0070
0.0026 -0.0208 0.0074
-0.0211 -0.0107 -0.0239
-0.0232 0.0020 -0.0065
0.0012 -0.0014 -0.0124
-0.0081 0.0009 -0.0044
-0.0112 0.0099 -0.0250
-0.0098 0.0219 -0.0125
0.0105 -0.0054 -0.0097
0.0039 0.0083 0.0148
0.0291 0.1425 -0.0556
0.1708 0.4288 -0.2871
0.0696 -0.0016 0.0224
0.0820 -0.0028 0.0644
0.0704 -0.1400 0.0339
0.0359 0.0089 0.0026
-0.1776 -0.1130 -0.2036
-0.2284 0.2722 -0.0047
0.0265 0.0896 -0.0040
0.0268 0.0139 -0.0188
-0.0369 0.0642 0.0375
0.0833 0.0798 -0.0617
-0.0439 -0.1123 -0.0525
-0.0235 -0.0086 -0.0321
0.0304 0.0337 0.0284
0.0264 -0.0572 -0.0372
-0.1042 0.0166 0.0196
-0.0215 -0.0260 0.0373
0.0026 0.0469 -0.0235
-0.0014 0.0140 -0.0157
-0.0730 0.0040 0.0306
0.0441 0.0329 0.1291
0.0410 -0.0368 -0.0201
0.0004 0.0188 -0.0062
-0.0101 -0.0014 -0.0153
0.0373 -0.0024 0.0325
-0.0997 0.0568 0.1483
-0.0068 -0.0094 -0.0662
-0.0113 0.0049 0.0248
-0.0047 -0.0193 0.0193
-0.0211 -0.0360 0.0450
0.0165 0.0433 0.0013
0.0174 0.0023 -0.0457
-0.0071 -0.0050 0.0158
-0.0144 0.0109 0.0195
0.0228 -0.0060 -0.0145
0.0925 0.0769 -0.0524
-0.0071 -0.0012 -0.0195
-0.0070 -0.0064 0.0066
-0.0055 0.0033 -0.0018
-0.0142 0.0155 -0.0140
-0.1190 -0.1287 -0.0532
-0.0637 0.1251 0.0572
0.0495 -0.0717 -0.0314
-0.0380 0.0422 0.0155
0.0246 -0.0187 -0.0218
0.0000 -0.0009 0.0186
0.0024 0.0086 -0.0161
0.0530 -0.0150 -0.0077
0.0212 0.0383 -0.0363
-0.0175 0.0206 0.0139
0.0003 -0.0070 -0.0070
-0.0074 -0.0001 -0.0028
-0.0023 0.0041 0.0103
-0.0211 -0.0299 -0.0074
-0.0392 -0.0117 0.0427
-0.0255 -0.0054 -0.0195
0.0182 0.0270 0.0097
-0.0135 -0.0184 0.0102
-0.0319 -0.0138 -0.0208
-0.0676 0.0109 0.1560
0.0252 -0.0399 -0.0162
0.0186 -0.0123 0.0139
0.0160 -0.0236 -0.0174
0.0107 -0.0176 -0.0004
0.0014 0.0168 0.0007
0.0034 0.0036 0.0007
0.0099 -0.0144 -0.0036
0.0031 0.0018 0.0004
0.0185 0.0238 -0.0094
-0.0028 -0.0057 -0.0398
0.0118 -0.0540 -0.0118
-0.0182 0.0184 0.0011
0.0029 0.0027 0.0012
-0.0009 -0.0001 -0.0034

## Properties
Kohn-Sham gap (alpha / beta) in eV: 6.8 / 6.7
Total charge: +3
Multiplicity: 3
LUMO energy (alpha / beta) in eV: -7.1771 / -7.2701
⟨S²⟩: 2.0266

***

Record-wise relative energy (zero: lowest compared OMol25 entry of this formula, charge and spin) values, in eV: 1.7434 2.8918 1.8752
Record-wise E_tot values, in a.u.: -971.85591 -750.44942 -8935.48262